Record 1
{"formula": "C8H8N2S2", "method": "wB97M-V/def2-TZVPD", "species": ["C", "C", "H", "C", "C", "H", "S", "N", "H", "H", "H", "N", "H", "S", "C", "C", "H", "H", "C", "C"], "xyz": [[0.453, 2.219, -0.212], [0.397, -2.161, 0.315], [-0.834, 3.332, -3.459], [-0.130, 0.071, 0.709], [-1.316, -0.338, 1.223], [0.810, 3.235, -0.017], [-0.356, 0.632, -2.497], [0.385, 1.397, 0.758], [-1.043, -3.596, 1.004], [-2.136, 0.415, 1.350], [1.241, -2.845, 0.220], [2.124, -0.455, -0.028], [2.935, -1.231, -0.051], [-0.324, 3.670, -2.264], [-0.051, 2.032, -1.591], [0.853, -0.871, 0.404], [2.353, 0.439, 0.440], [-2.781, -1.743, 1.633], [-0.818, -2.555, 0.849], [-1.764, -1.646, 1.213]], "lumo_ha": -0.049, "de_lowest_kj_mol": 230.3, "energy_ev": -33074.2429, "total_charge": 0, "orbital_gap_ev": 6.524, "smiles": "Nc1ccccc1/N=C\\C(=S)S", "homo_energy_ev": -7.9}

---

Record 2
{"formula": "C2Ag11O6", "method": "wB97M-V/def2-TZVPD", "species": ["O", "C", "Ag", "O", "Ag", "Ag", "O", "Ag", "Ag", "O", "Ag", "Ag", "C", "Ag", "Ag", "Ag", "O", "Ag", "O"], "xyz": [[-1.199, -0.072, 1.057], [-0.780, 0.626, 0.028], [-2.790, -2.029, -0.319], [-1.591, 1.515, -0.532], [-0.163, 0.765, 3.557], [1.633, -1.166, 1.508], [0.345, 0.344, -0.550], [-3.574, 2.095, 1.340], [0.295, 3.612, 0.426], [2.710, -1.500, -0.576], [2.361, 0.439, -1.701], [-2.617, 3.823, -1.439], [3.665, -2.177, -0.071], [-4.286, 1.024, -1.587], [-2.439, -1.633, 2.654], [0.307, -2.026, -1.666], [4.817, -2.270, -0.546], [-0.383, 1.463, -2.558], [3.687, -2.833, 0.974]], "lumo_ha": -0.926, "de_lowest_kj_mol": 0.0, "energy_ev": -58231.5264, "total_charge": 7, "orbital_gap_ev": 3.220, "homo_energy_ev": -28.4}

---

Record 3
{"formula": "C22H34N2O6P2Sn", "method": "wB97M-V/def2-TZVPD", "species": ["H", "H", "H", "C", "C", "H", "H", "N", "C", "C", "H", "C", "H", "H", "P", "O", "H", "H", "H", "O", "C", "H", "C", "H", "C", "H", "H", "H", "H", "H", "H", "H", "C", "C", "H", "C", "O", "Sn", "H", "H", "H", "O", "C", "O", "H", "C", "H", "C", "H", "H", "N", "H", "C", "H", "O", "P", "H", "C", "C", "C", "C", "C", "C", "H", "H", "C", "H"], "xyz": [[-1.906, -2.465, 2.270], [2.528, -6.549, 0.218], [1.183, 6.924, -1.902], [-0.385, 0.207, 1.864], [-0.102, 6.430, -0.210], [0.080, 5.321, 2.599], [0.491, -1.094, -2.363], [-2.649, -7.418, 1.102], [0.382, 6.214, -1.645], [2.837, 4.873, -1.661], [-3.387, 4.775, 0.621], [-2.704, 5.455, 0.097], [-0.556, 1.300, -2.290], [-1.745, -3.981, 1.297], [-0.980, 4.913, 0.462], [-3.482, -6.598, 0.659], [-1.584, 4.693, 2.787], [1.684, 0.235, 2.357], [-2.423, 1.390, -0.498], [3.253, -8.459, 1.385], [1.361, -0.299, -0.566], [-0.508, -3.555, 2.521], [-1.206, -3.150, 1.773], [2.290, -0.848, -0.775], [-1.369, 0.268, 0.932], [-1.701, -0.044, -2.101], [-0.579, -0.308, 2.810], [-0.802, 7.277, -0.153], [0.960, 1.840, 2.175], [3.419, 4.002, -1.986], [0.006, 4.461, -4.081], [0.743, 6.627, 0.468], [-1.252, -7.203, 0.829], [1.543, 0.923, 0.310], [3.027, 5.056, -0.597], [-0.952, 5.400, 2.236], [1.938, -5.131, -1.954], [0.079, -2.136, 0.305], [3.130, 5.753, -2.251], [-1.324, 6.422, 2.387], [-0.842, 2.076, -0.128], [-2.975, -8.429, 1.763], [-0.310, -8.073, 1.396], [1.713, -9.735, 2.297], [-0.442, 6.341, -2.364], [-0.843, -6.110, 0.012], [2.634, 1.053, 0.423], [0.518, -5.906, -0.248], [1.573, 3.601, -4.083], [-2.877, 6.485, 0.438], [2.059, -8.721, 1.656], [1.541, 5.392, -4.140], [0.290, -0.482, -1.473], [-2.318, -0.240, 1.131], [0.466, -3.641, -1.130], [1.051, 4.479, -1.898], [-0.628, -8.936, 1.983], [1.045, -4.839, -1.180], [1.466, -6.736, 0.361], [1.055, -7.814, 1.182], [-0.857, 0.476, -1.612], [-1.370, 1.120, -0.301], [0.975, 0.820, 1.743], [-2.881, 5.383, -0.982], [-1.595, -5.415, -0.353], [1.047, 4.498, -3.737], [1.168, 1.835, -0.185]], "lumo_ha": [-0.048, -0.048], "de_lowest_kj_mol": 125.0, "energy_ev": -63030.5484, "total_charge": 0, "orbital_gap_ev": [5.310, 5.313], "homo_energy_ev": [-6.6, -6.6]}

---

Record 4
{"formula": "C5H8O2", "method": "wB97M-V/def2-TZVPD", "species": ["H", "C", "C", "C", "O", "H", "C", "O", "C", "H", "H", "H", "H", "H", "H"], "xyz": [[0.076, -0.253, 1.521], [-1.834, 0.272, -0.526], [-1.026, -0.988, -0.227], [0.105, -0.195, 0.425], [-1.133, -2.146, -0.532], [-2.210, 0.364, -1.549], [-0.580, 1.092, -0.113], [2.497, 0.172, 0.558], [1.484, -0.599, -0.062], [1.632, -1.659, 0.180], [1.523, -0.512, -1.158], [-0.051, 1.524, -0.968], [2.975, 0.656, -0.120], [-0.757, 1.879, 0.623], [-2.673, 0.384, 0.170]], "lumo_ha": 0.029, "de_lowest_kj_mol": 118.4, "energy_ev": -9408.6053, "total_charge": 0, "orbital_gap_ev": 10.279, "smiles": "O=C1CC[C@@H]1CO", "homo_energy_ev": -9.5}

---

Record 5
{"formula": "C19H26ClIN5O4S2", "method": "wB97M-V/def2-TZVPD", "species": ["H", "H", "C", "C", "C", "H", "C", "H", "N", "O", "C", "C", "H", "H", "I", "H", "S", "H", "C", "N", "C", "H", "H", "H", "O", "C", "C", "N", "H", "C", "H", "H", "H", "H", "H", "Cl", "C", "C", "H", "H", "S", "O", "H", "H", "N", "C", "O", "C", "H", "C", "C", "H", "C", "H", "N", "C", "H", "H"], "xyz": [[0.951, 4.367, 2.428], [-2.961, 5.066, 0.704], [-1.904, 4.905, 0.847], [0.228, 0.068, -0.701], [0.249, -4.833, 1.168], [1.104, 4.479, -0.068], [1.701, -4.033, -0.355], [5.473, -9.028, -1.014], [-4.101, 6.819, 2.867], [-0.974, 1.389, -4.498], [5.581, -8.105, 1.026], [-0.430, -4.606, -0.001], [-1.757, -0.040, -1.508], [-3.236, 6.691, 2.369], [4.286, 0.782, -3.984], [-1.467, -4.741, -0.256], [-0.264, 0.141, -4.633], [-1.069, 4.888, -1.223], [-5.561, 6.990, 4.520], [0.241, 4.597, 0.431], [0.102, 4.540, 1.789], [-0.179, -5.213, 2.081], [-0.756, 1.234, -2.214], [2.676, -6.815, 1.177], [-0.726, -0.766, -5.650], [-0.403, -0.735, -3.017], [5.007, -8.463, -0.224], [3.524, -7.297, 0.930], [-7.299, 7.337, 3.149], [3.738, -7.947, -0.251], [2.974, -7.984, -1.008], [0.030, 0.866, 0.014], [-1.654, 4.731, 3.071], [2.416, -4.510, 1.652], [0.098, -0.880, -0.176], [-1.575, -2.086, -3.136], [-6.246, 7.158, 3.286], [-4.239, 6.783, 4.225], [0.556, -1.213, -2.848], [2.542, -3.668, -0.920], [1.979, 1.617, -4.170], [1.586, 1.922, -2.816], [6.571, -8.345, 1.377], [-5.417, 7.110, 1.216], [0.461, -4.124, -0.915], [-1.222, 4.729, 2.083], [2.076, 2.716, -5.085], [1.606, -4.467, 0.942], [4.671, -6.929, 2.688], [-5.316, 7.047, 2.286], [-0.761, 0.208, -1.868], [0.228, -3.862, -1.859], [-0.972, 4.817, -0.153], [1.240, 0.157, -1.087], [1.335, 0.292, -4.775], [4.639, -7.385, 1.713], [-3.389, 6.614, 4.864], [-5.989, 7.016, 5.508]], "lumo_ha": 0.083, "energy_ev": -78059.7841, "total_charge": -1, "orbital_gap_ev": 8.907, "homo_energy_ev": -6.6}

---

Record 6
{"formula": "C4H10O2", "method": "wB97M-V/def2-TZVPD", "species": ["H", "C", "H", "O", "H", "H", "H", "H", "C", "H", "H", "H", "H", "C", "O", "C"], "xyz": [[1.240, -0.945, 2.026], [0.942, 0.751, 0.656], [-0.869, -1.518, -1.401], [2.159, 1.070, -0.028], [2.341, 2.021, -0.012], [-2.307, -0.528, -1.811], [-0.142, -0.990, 0.909], [-0.798, 1.875, -0.094], [-0.340, 0.901, -0.255], [0.895, 1.390, 1.551], [1.510, -1.265, 0.277], [0.024, 0.784, -1.279], [-2.409, -1.778, -0.572], [-1.750, -1.002, -0.993], [-1.414, -0.051, 0.012], [0.917, -0.716, 1.015]], "lumo_ha": 0.034, "de_lowest_kj_mol": 178.6, "energy_ev": -8403.6964, "total_charge": 0, "orbital_gap_ev": 10.495, "smiles": "COC[C@@H](C)O", "homo_energy_ev": -9.6}